# 1
DFT (ωB97M-V/def2-TZVPD) results for an isolated molecule of C4H7N3O in a non-equilibrium geometry.

## Properties
E_LUMO (spin up / spin down) ... 0.22 / 0.22 eV
Gap between HOMO and LUMO (spin up / spin down) ... 7.982 / 7.984 eV
Energy relative to the best compared isomer or geometry (same formula, charge and spin) ... 156.12 kcal/mol
E_tot ... -395.89961 Eh

```
15
C4H7N3O ωB97M-V/def2-TZVPD
H -3.899 1.496 1.149
N -3.547 0.811 0.543
N -2.385 0.489 0.647
N -1.557 -0.260 0.301
C -0.454 -0.707 -0.797
C 0.755 -1.404 -0.248
C 1.601 -0.265 0.316
C 1.053 0.959 -0.510
O -0.084 0.544 -1.181
H 0.604 -2.166 0.501
H 1.304 -1.888 -1.092
H 1.561 -0.213 1.396
H 2.609 -0.377 0.019
H 0.769 1.595 0.274
H 1.671 1.387 -1.319
```

***

# 2
DFT (ωB97M-V/def2-TZVPD) results for a structure of composition C4H7N3O in a non-equilibrium geometry.

## Properties
E_LUMO ... 0.82 eV
Gap between HOMO and LUMO ... 10.022 eV
Energy relative to the best compared isomer or geometry (same formula, charge and spin) ... 114.79 kcal/mol
E_tot ... -395.96548 Eh

```
15
C4H7N3O ωB97M-V/def2-TZVPD
C 1.234 -1.205 -0.773
C -0.448 0.767 -0.891
C -0.827 0.313 1.375
C -1.976 0.907 0.659
H 3.167 -1.573 -0.155
H 3.012 -0.240 -1.254
H -0.639 1.350 -1.810
H -0.639 0.454 2.519
H -0.710 -0.720 0.902
H -2.966 1.622 1.220
H -2.373 0.118 -0.153
N 2.522 -0.711 -0.546
N 0.344 -0.221 -1.309
N -0.463 1.284 0.387
O 0.762 -2.145 -0.173
```

***

# 3
DFT (ωB97M-V/def2-TZVPD) results for an isolated molecule of C4H7N3O in a non-equilibrium geometry.

## Properties
E_LUMO ... 0.50 eV
Gap between HOMO and LUMO ... 9.035 eV
Energy relative to the best compared isomer or geometry (same formula, charge and spin) ... 41.07 kcal/mol
E_tot ... -396.08295 Eh

```
15
C4H7N3O ωB97M-V/def2-TZVPD
C 0.527 0.651 1.060
N 0.932 0.180 -0.229
C 2.067 0.571 -0.820
N 2.139 0.329 -2.135
C 0.902 -0.219 -2.462
O 0.456 -0.537 -3.521
N 0.123 -0.253 -1.286
C -1.213 -0.749 -1.147
H -0.260 -0.010 1.394
H 1.232 0.835 1.771
H -0.011 1.551 0.892
H 2.811 0.924 -0.183
H -1.467 -1.510 -1.916
H -1.431 -1.228 -0.226
H -1.909 0.057 -1.352
```

***

Q: Which of these has the highest E_tot?
A: number 1

***

Q: Which value of E_tot does entry 2 give?
A: -395.96548 Eh

***

Q: Which of these has the highest E_tot?
A: number 1